C54H51KN8O3S5Te | ωB97M-V/def2-TZVPD

XYZ file:
```
123
C54H51KN8O3S5Te | OMol25 | ωB97M-V/def2-TZVPD
K -1.168 1.010 -0.254
N -1.476 -3.487 0.946
C -1.727 -2.328 0.359
N -1.782 -1.196 1.003
C -1.574 -1.200 2.354
N -1.364 -0.078 3.027
N -1.683 1.102 2.488
C -1.048 2.123 2.943
C -1.452 3.478 2.597
C -0.903 4.559 3.302
C -1.316 5.842 3.004
C -2.270 6.031 2.014
C -2.762 4.903 1.369
N -2.372 3.667 1.637
C -1.345 -2.456 3.082
C -1.172 -2.419 4.492
C -0.521 -3.342 5.340
C 0.259 -4.420 5.023
C 0.481 -4.871 3.624
C -1.251 -3.592 2.288
H -1.322 -4.319 0.392
H -1.900 -2.342 -0.711
H -0.234 2.005 3.662
H -0.174 4.375 4.082
H -0.901 6.690 3.537
H -2.616 7.022 1.749
H -3.520 4.999 0.597
H -1.533 -1.514 4.962
H -0.604 -3.116 6.401
H 0.693 -5.013 5.820
H 0.841 -5.908 3.656
C 5.268 -3.499 -3.911
C 4.041 -3.299 -3.057
C 3.562 -4.289 -2.219
C 2.445 -4.124 -1.392
C 1.916 -5.335 -0.692
O 2.028 -6.433 -1.240
C 1.267 -5.208 0.635
C 0.182 -6.112 0.871
C -0.816 -6.020 1.788
C -0.893 -4.942 2.827
C 1.514 -4.093 2.868
C 1.835 -4.295 1.560
C 1.752 -2.878 -1.389
O 0.729 -2.604 -0.680
C 2.215 -1.895 -2.321
C 3.315 -2.099 -3.118
C 1.361 -0.669 -2.439
N 1.495 0.459 -1.853
C 2.666 0.782 -1.027
C 3.059 -0.159 0.109
Te 1.408 -0.555 1.416
C 2.312 0.387 3.139
C 3.519 1.083 3.199
C 4.064 1.493 4.410
C 3.411 1.222 5.603
C 2.203 0.535 5.564
C 1.666 0.125 4.355
C 0.271 -0.835 -3.449
C -0.040 0.214 -4.308
C -0.919 0.023 -5.363
C -1.514 -1.212 -5.562
C -1.231 -2.258 -4.695
C -0.337 -2.075 -3.654
H 5.800 -4.403 -3.615
H 5.954 -2.653 -3.815
H 5.008 -3.593 -4.970
H 4.059 -5.253 -2.185
H 0.133 -6.919 0.146
H -1.576 -6.793 1.808
H -1.653 -5.197 3.570
H 2.068 -3.355 3.436
H 2.654 -3.702 1.166
H 3.626 -1.314 -3.804
H 2.460 1.767 -0.602
H 3.519 0.905 -1.710
H 3.870 0.291 0.675
H 3.424 -1.108 -0.270
H 4.060 1.334 2.296
H 5.011 2.022 4.418
H 3.836 1.541 6.547
H 1.681 0.303 6.485
H 0.726 -0.417 4.345
H 0.441 1.169 -4.148
H -1.139 0.842 -6.039
H -2.201 -1.359 -6.387
H -1.706 -3.221 -4.835
H -0.105 -2.898 -2.990
S -8.060 -3.706 -3.407
C -7.119 -2.431 -2.950
S -5.430 -2.318 -3.276
C -5.112 -0.720 -2.585
C -6.241 -0.096 -2.023
S -6.347 1.431 -1.346
S -7.722 -1.060 -2.095
S -3.551 -0.137 -2.730
C -4.550 2.917 -4.316
N -3.310 3.092 -3.594
C -2.052 3.136 -4.136
C -1.193 3.232 -3.080
N -1.902 3.257 -1.905
C -3.164 3.167 -2.254
H -4.905 3.867 -4.722
H -5.297 2.509 -3.636
H -4.399 2.210 -5.131
H -1.892 3.070 -5.198
H -0.116 3.278 -3.080
H -4.001 3.124 -1.576
C -0.088 6.082 -0.934
C 1.288 5.507 -1.236
O 1.721 4.521 -0.323
C 1.894 4.971 1.003
C 2.402 3.806 1.827
H -0.378 6.761 -1.740
H -0.089 6.642 0.001
H -0.819 5.276 -0.867
H 2.034 6.316 -1.290
H 1.268 4.999 -2.201
H 0.947 5.333 1.413
H 2.614 5.805 1.022
H 1.707 2.966 1.759
H 2.509 4.091 2.874
H 3.369 3.475 1.447
```

Relative energy (zero: lowest compared OMol25 entry of this formula, charge and spin): 386.1 kJ/mol
Charge: -2
Highest occupied orbital energy (alpha / beta): -1.013 / -0.960 eV
Orbital gap (alpha / beta): 3.7 / 4.3 eV

Atom charges from the Löwdin analysis, given in e for atoms 1 to 99:
1. K 0.5044
2. N 0.1731
3. C -0.1592
4. N 0.0282
5. C -0.3702
6. N -0.0089
7. N -0.0284
8. C -0.1355
9. C -0.2649
10. C -0.0471
11. C -0.0974
12. C -0.0916
13. C -0.1517
14. N 0.1337
15. C -0.1065
16. C -0.0333
17. C -0.1178
18. C -0.0608
19. C -0.2758
20. C -0.1009
21. H 0.1429
22. H 0.1304
23. H 0.1088
24. H 0.1100
25. H 0.1013
26. H 0.0944
27. H 0.1039
28. H 0.0930
29. H 0.0876
30. H 0.0937
31. H 0.1392
32. C -0.0844
33. C -0.2937
34. C -0.0012
35. C -0.0736
36. C -0.3494
37. O -0.0044
38. C -0.1866
39. C -0.0904
40. C -0.1318
41. C -0.1972
42. C -0.1098
43. C -0.1041
44. C -0.3975
45. O -0.1494
46. C -0.1437
47. C -0.0075
48. C -0.2154
49. N 0.0758
50. C -0.3031
51. C -0.4304
52. Te 1.5126
53. C -0.4690
54. C -0.1600
55. C -0.1134
56. C -0.1205
57. C -0.0998
58. C -0.1655
59. C -0.1441
60. C -0.0439
61. C -0.1133
62. C -0.1186
63. C -0.0915
64. C -0.0155
65. H 0.0632
66. H 0.0626
67. H 0.0657
68. H 0.1123
69. H 0.1018
70. H 0.0757
71. H 0.1436
72. H 0.0796
73. H 0.0994
74. H 0.1197
75. H 0.0789
76. H 0.1150
77. H 0.0315
78. H 0.0422
79. H 0.0718
80. H 0.0931
81. H 0.0869
82. H 0.0966
83. H 0.0647
84. H 0.0929
85. H 0.0864
86. H 0.0959
87. H 0.1034
88. H 0.1163
89. S 0.4626
90. C -1.5485
91. S 0.8604
92. C -1.1656
93. C -1.2060
94. S 0.5369
95. S 0.8458
96. S 0.6438
97. C -0.0407
98. N -0.1387
99. C -0.0854